Record 1
A molecular structure, C27H15BrF5INO4RuS. Source: OMol25; level of theory: wB97M-V/def2-TZVPD.

Last column: Löwdin charge in e.
Atoms and positions in Å:
Ru (-1.70, 0.63, 0.11)  0.938
O (0.35, 0.76, 0.11)  -0.174
C (0.80, -0.62, -0.01)  -0.273
C (-0.60, -1.32, -0.21)  -0.461
O (-0.75, -2.35, 0.62)  0.153
O (-1.36, -1.09, -1.17)  -0.086
C (1.48, -1.06, 1.27)  -0.154
C (2.30, -2.18, 1.26)  -0.005
C (2.90, -2.62, 2.42)  -0.047
C (2.71, -1.92, 3.61)  -0.059
C (1.89, -0.81, 3.63)  -0.053
C (1.27, -0.37, 2.47)  -0.018
C (1.66, -0.76, -1.24)  -0.165
C (2.65, 0.18, -1.49)  -0.019
C (3.48, 0.05, -2.60)  -0.056
C (3.33, -1.03, -3.45)  -0.061
C (2.35, -1.98, -3.20)  -0.047
C (1.52, -1.84, -2.10)  -0.018
H (0.95, 1.39, 0.52)  0.135
H (2.47, -2.72, 0.33)  0.123
H (3.54, -3.49, 2.41)  0.114
H (3.19, -2.26, 4.52)  0.113
H (1.72, -0.27, 4.55)  0.114
H (0.59, 0.47, 2.52)  0.105
H (2.80, 1.02, -0.82)  0.121
H (4.25, 0.79, -2.78)  0.112
H (3.98, -1.13, -4.31)  0.113
H (2.23, -2.82, -3.87)  0.115
H (0.75, -2.59, -1.93)  0.121
F (-1.51, -4.24, 1.32)  0.153
C (-1.94, -3.14, 0.65)  -0.314
C (-3.09, -2.49, 1.34)  -0.111
F (-2.89, -1.65, 2.34)  0.152
C (-4.24, -2.53, 0.57)  -0.340
F (-5.47, -2.75, 1.05)  0.142
C (-4.40, -0.91, 0.05)  0.162
O (-3.78, 0.06, 0.00)  0.017
C (-3.84, -3.30, -0.68)  -0.122
F (-4.75, -3.59, -1.58)  0.179
C (-2.55, -3.57, -0.67)  -0.118
F (-1.83, -4.22, -1.55)  0.180
S (-3.00, 3.02, 3.87)  0.692
C (-2.39, 2.31, 2.60)  -0.964
N (-1.92, 1.79, 1.63)  -0.137
Br (-3.36, 4.27, -0.38)  0.776
C (-1.52, 4.49, -0.74)  -0.728
C (-0.87, 5.61, -0.25)  -0.105
C (0.48, 5.79, -0.50)  -0.050
C (1.20, 4.86, -1.25)  -0.064
C (0.56, 3.74, -1.74)  -0.154
C (-0.80, 3.55, -1.48)  -0.664
I (-1.68, 1.79, -2.19)  1.295
H (-1.43, 6.33, 0.32)  0.112
H (0.98, 6.67, -0.12)  0.119
H (2.25, 5.02, -1.45)  0.115
H (1.10, 3.00, -2.32)  0.095

Charge   +1
HOMO (alpha / beta)   -0.411 / -0.411 Ha
Kohn-Sham gap (alpha / beta)   6.38 / 6.39 eV
Strongest force on any atom   1.504 eV/Å
2S+1   1

Record 2
C4H8O in the gas phase. Source: OMol25; level of theory: wB97M-V/def2-TZVPD.

Last column: Löwdin charge in e.
Atoms and positions in Å:
C (-0.09, 1.41, 0.66)  -0.241
C (-0.21, 0.23, -0.26)  -0.399
C (-1.02, -0.91, 0.35)  -0.069
C (1.17, -0.24, -0.70)  -0.084
O (-0.74, 1.57, 1.66)  0.057
H (0.64, 2.18, 0.37)  0.124
H (-0.76, 0.55, -1.14)  0.137
H (-1.76, -0.58, 1.07)  0.070
H (-0.37, -1.60, 0.88)  0.079
H (-1.49, -1.49, -0.45)  0.082
H (1.11, -1.12, -1.33)  0.078
H (1.80, -0.50, 0.17)  0.091
H (1.70, 0.51, -1.28)  0.076

HOMO   -0.362 Ha
Kohn-Sham gap   10.78 eV
Strongest force on any atom   0.658 eV/Å
2S+1   1
SMILES   CC(C)C=O

Record 3
A molecular structure, C23H45BrCa2F3N4O9PS. Source: OMol25; level of theory: wB97M-V/def2-TZVPD.

Last column: Löwdin charge in e.
Atoms and positions in Å:
C (1.13, 7.12, -0.36)  -0.133
C (-0.48, 7.36, -0.56)  -0.262
C (-0.94, 7.84, -2.06)  -0.167
C (-0.36, 6.92, -3.29)  -0.187
O (-1.30, 5.89, -3.79)  -0.138
C (-1.39, 4.74, -2.89)  -0.202
N (-2.60, 3.86, -3.27)  0.084
C (-2.85, 2.81, -2.21)  -0.093
C (-1.53, 2.41, -1.31)  -0.198
N (-0.21, 2.51, -2.04)  -0.329
P (1.19, 2.20, -0.98)  0.401
S (1.96, 0.48, -1.58)  0.036
C (-0.05, 3.81, -2.80)  -0.229
C (0.57, 3.39, -4.29)  -0.128
C (1.43, 4.41, -5.21)  0.026
C (2.10, 4.08, -6.70)  -0.217
C (1.79, 2.49, -7.14)  -0.078
C (0.94, 1.62, -6.06)  -0.088
N (0.33, 1.99, -4.75)  0.029
H (1.35, 6.02, -0.78)  0.047
H (1.49, 7.11, 0.76)  0.095
H (1.77, 7.84, -1.05)  0.101
H (-1.03, 6.42, -0.14)  0.095
H (-0.78, 8.25, 0.18)  0.128
H (-2.13, 7.74, -2.09)  0.131
H (-0.69, 8.99, -2.15)  0.135
H (-0.18, 7.67, -4.20)  0.156
H (0.72, 6.48, -3.04)  0.109
H (-1.67, 5.15, -1.80)  0.176
H (-3.43, 4.53, -3.25)  0.205
H (-2.54, 3.49, -4.25)  0.196
H (-3.67, 3.24, -1.46)  0.167
H (-3.36, 1.88, -2.73)  0.161
H (-1.55, 3.09, -0.34)  0.128
H (-1.74, 1.31, -0.90)  0.148
H (0.79, 2.19, 0.41)  -0.010
H (2.25, 3.19, -1.19)  0.015
H (0.79, 4.44, -2.23)  0.106
H (1.61, 5.51, -4.78)  0.089
H (2.73, 4.83, -7.34)  -0.172
H (2.21, 2.04, -8.15)  0.052
H (0.75, 0.49, -6.39)  0.120
C (0.76, -3.23, 1.69)  -0.057
C (0.17, -3.94, 0.48)  -0.520
C (1.26, -4.53, -0.41)  -0.054
O (-0.61, -3.02, -0.28)  -0.004
H (1.40, -2.40, 1.38)  0.119
H (-0.03, -2.81, 2.31)  0.113
H (1.35, -3.92, 2.30)  -0.041
H (-0.50, -4.74, 0.81)  0.136
H (1.92, -3.74, -0.79)  0.115
H (0.82, -5.02, -1.28)  0.115
H (1.87, -5.25, 0.14)  -0.022
H (-0.02, -2.31, -0.58)  0.095
O (0.33, 2.46, 2.55)  -0.521
C (0.94, 3.31, 3.40)  -0.346
C (1.46, 2.49, 4.68)  -0.396
O (2.05, 3.34, 5.53)  -0.152
H (0.32, 4.13, 3.81)  0.116
H (1.81, 3.86, 3.02)  0.145
H (2.08, 1.67, 4.27)  0.097
H (0.59, 1.93, 5.05)  0.089
C (-3.65, -5.09, 3.32)  -0.058
C (-3.55, -4.73, 4.79)  -0.190
O (-2.58, -5.56, 5.45)  0.029
C (-1.27, -5.19, 5.28)  -0.330
O (-0.91, -4.22, 4.61)  0.115
C (-0.34, -6.11, 6.07)  -0.474
F (-0.64, -7.43, 5.90)  0.146
F (-0.40, -5.88, 7.41)  0.170
F (0.97, -5.98, 5.71)  0.104
H (-3.85, -6.16, 3.20)  0.087
H (-4.44, -4.52, 2.83)  0.093
H (-2.71, -4.88, 2.80)  0.054
H (-4.51, -4.93, 5.28)  0.138
H (-3.33, -3.67, 4.94)  0.135
Ca (1.84, -5.87, 2.21)  1.587
Br (-1.67, 1.42, 2.81)  0.113
Ca (2.33, 4.92, -9.08)  0.708
C (-0.42, -10.95, 0.40)  0.059
N (0.59, -10.08, 1.05)  -0.417
O (0.44, -8.86, 0.94)  -0.031
O (1.51, -10.65, 1.65)  0.085
H (-1.17, -10.32, -0.09)  0.102
H (0.10, -11.57, -0.33)  0.114
H (-0.88, -11.56, 1.18)  0.114
O (5.39, -5.92, 3.75)  -0.089
H (6.22, -6.19, 3.34)  0.051
H (5.53, -6.11, 4.69)  0.051

Charge   +2
HOMO   -0.308 Ha
Kohn-Sham gap   0.93 eV
Strongest force on any atom   6.770 eV/Å
2S+1   1

Record 4
A molecular structure, C39H53N5OsP2. Source: OMol25; level of theory: wB97M-V/def2-TZVPD.

Last column: Löwdin charge in e.
Atoms and positions in Å:
Os (0.49, -0.09, 1.06)  1.153
C (1.40, -3.52, -0.96)  -0.088
C (1.58, -2.31, -1.53)  -0.102
C (0.58, -1.49, -2.32)  -0.189
C (-0.80, -0.99, -1.77)  -0.230
C (-1.02, -0.72, -0.28)  -0.391
C (-0.99, -1.92, 0.56)  -0.167
C (-1.08, -3.29, -0.10)  -0.148
C (0.05, -4.11, -0.79)  -0.161
C (-0.21, 0.10, 2.82)  -0.305
H (2.19, -3.99, -0.37)  0.104
H (2.34, -1.67, -1.09)  0.067
H (0.34, -1.98, -3.28)  0.129
H (1.10, -0.54, -2.51)  0.027
H (-1.08, -0.07, -2.33)  0.025
H (-1.59, -1.69, -2.06)  0.112
H (-1.88, -0.04, -0.11)  0.042
H (-1.67, -1.83, 1.42)  0.097
H (-1.88, -3.17, -0.86)  0.120
H (-1.52, -3.93, 0.67)  0.095
H (0.16, -5.10, -0.32)  0.110
H (-0.33, -4.35, -1.80)  0.127
H (-0.67, -0.82, 3.19)  0.028
H (-0.92, 0.94, 2.79)  -0.058
H (0.67, 0.38, 3.42)  0.034
P (-1.79, 2.16, 0.78)  1.149
P (0.28, 1.87, -2.60)  1.165
N (-3.61, 1.74, 0.74)  -0.176
N (-2.24, 3.86, 1.29)  -0.249
N (-1.11, 2.05, -3.84)  -0.230
N (1.22, 3.05, -3.49)  -0.284
C (-1.83, 2.57, -0.98)  -0.438
C (-0.44, 3.06, -1.42)  -0.413
C (-4.22, 1.26, 1.90)  -0.023
C (-5.60, 1.43, 1.82)  0.020
C (-5.87, 2.09, 0.57)  0.036
C (-4.63, 2.28, -0.05)  -0.022
C (-1.75, 4.36, 2.50)  -0.125
C (-2.29, 5.62, 2.71)  -0.050
C (-3.11, 5.93, 1.58)  -0.036
C (-3.09, 4.82, 0.74)  -0.121
C (-1.49, 1.13, -4.81)  -0.156
C (-2.61, 1.60, -5.49)  -0.077
C (-2.91, 2.90, -4.97)  -0.069
C (-1.98, 3.14, -3.96)  -0.157
C (1.38, 3.22, -4.87)  -0.120
C (2.06, 4.40, -5.11)  -0.062
C (2.32, 5.00, -3.83)  -0.072
C (1.82, 4.15, -2.86)  -0.163
H (-2.54, 3.38, -1.18)  0.049
H (-2.21, 1.71, -1.56)  0.082
H (-0.54, 4.06, -1.86)  0.087
H (0.30, 3.18, -0.61)  0.066
H (-3.59, 0.83, 2.65)  0.126
H (-6.32, 1.11, 2.56)  0.128
H (-6.85, 2.36, 0.17)  0.134
H (-4.42, 2.77, -0.99)  0.126
H (-1.07, 3.75, 3.06)  0.099
H (-2.10, 6.24, 3.57)  0.106
H (-3.66, 6.84, 1.39)  0.111
H (-3.62, 4.68, -0.19)  0.095
H (-0.91, 0.24, -4.95)  0.102
H (-3.16, 1.08, -6.26)  0.099
H (-3.69, 3.59, -5.29)  0.104
H (-1.86, 4.00, -3.32)  0.097
H (0.98, 2.48, -5.54)  0.100
H (2.36, 4.78, -6.07)  0.101
H (2.81, 5.94, -3.62)  0.097
H (1.78, 4.24, -1.78)  0.091
C (4.30, -5.99, 2.53)  -0.029
C (3.11, -5.06, 2.44)  -0.235
C (1.85, -5.67, 2.45)  0.021
C (0.68, -4.90, 2.55)  -0.252
C (-0.62, -5.63, 2.74)  -0.039
C (0.78, -3.51, 2.49)  0.019
C (2.02, -2.84, 2.20)  -0.209
C (3.19, -3.67, 2.36)  0.008
N (2.05, -1.49, 1.79)  0.024
C (3.37, -0.82, 1.87)  -0.592
C (3.98, -0.94, 3.30)  -0.014
C (4.40, -1.40, 0.89)  -0.026
C (3.12, 0.66, 1.55)  -0.037
H (4.34, -6.51, 3.50)  0.099
H (4.21, -6.79, 1.77)  0.095
H (5.25, -5.46, 2.38)  0.084
H (1.77, -6.76, 2.43)  0.145
H (-0.78, -6.35, 1.93)  0.094
H (-0.63, -6.21, 3.67)  0.098
H (-1.47, -4.94, 2.76)  0.075
H (-0.12, -2.89, 2.69)  0.096
H (4.19, -3.25, 2.49)  0.090
H (3.98, -1.95, 3.73)  0.076
H (5.03, -0.59, 3.27)  0.109
H (3.43, -0.32, 4.03)  0.090
H (4.01, -1.45, -0.13)  0.074
H (5.28, -0.75, 0.89)  0.105
H (4.74, -2.40, 1.12)  0.073
H (3.90, 1.07, 0.89)  0.109
H (2.16, 0.82, 0.98)  -0.005
H (3.06, 1.22, 2.48)  0.093

Charge   +2
⟨S²⟩   6.102
HOMO (alpha / beta)   -0.448 / -0.448 Ha
Kohn-Sham gap (alpha / beta)   5.91 / 3.11 eV
Strongest force on any atom   5.270 eV/Å
2S+1   5

Question: Number 1 is which compound?
Answer: C27H15BrF5INO4RuS

Question: What is the formula in the third record?
Answer: C23H45BrCa2F3N4O9PS